[1]
Computed, not measured: C4H10O in the gas phase, with ωB97M-V/def2-TZVPD.

Last column: natural (NBO) charge in e.
Atoms and positions in Å:
C  -0.765893  1.445029  0.982361  -0.602
C  -0.828691  0.650877  -0.327420  -0.412
C  -0.283108  -0.799665  -0.253700  0.100
C  0.944906  -0.962436  -1.144637  -0.630
O  0.032736  -1.126795  1.095834  -0.724
H  0.260605  1.551302  1.353522  0.210
H  -1.361799  0.972509  1.770114  0.215
H  -1.164717  2.448859  0.797209  0.204
H  -1.873992  0.607986  -0.661116  0.203
H  -0.266269  1.198879  -1.101394  0.198
H  -1.066404  -1.487695  -0.615508  0.151
H  0.690516  -0.732690  -2.184106  0.212
H  1.731630  -0.274044  -0.817959  0.210
H  1.339840  -1.984586  -1.113699  0.200
H  0.385644  -2.026736  1.094963  0.467

Force components x, y, z for each atom (eV/Å):
0.0 0.0 -0.1
0.0 -0.1 0.1
0.0 0.1 -0.4
0.0 0.0 0.0
0.0 -0.2 0.0
-0.2 -0.1 -0.1
0.1 0.1 -0.2
0.1 -0.1 0.1
0.2 0.1 0.0
-0.2 -0.2 0.2
0.1 0.1 0.1
0.0 0.0 0.1
-0.1 -0.1 0.0
-0.1 0.1 0.0
-0.1 0.2 0.1

## Properties
Kohn-Sham gap, eV: 11.046
SMILES: CC[C@@H](C)O
LUMO level, eV: 0.9571
HOMO level, eV: -10.089

***

[2]
Computed, not measured: 2 unconnected molecules or ions with the total composition C5H12N2O in a non-equilibrium geometry, with ωB97M-V/def2-TZVPD.

Last column: natural (NBO) charge in e.
Atoms and positions in Å:
C  0.064450  -0.612164  0.512849  0.391
C  1.147249  -1.099406  1.440133  -0.691
C  -1.270617  -1.245036  0.835802  -0.647
C  0.168689  0.716108  -0.006562  -0.076
N  1.425595  1.304418  -0.332901  -0.862
N  -0.819962  2.367215  -1.439736  -0.782
C  -0.879362  1.196181  -0.779321  0.150
O  0.334025  -1.283138  -1.281289  -1.066
H  -0.101871  -1.792159  -1.981320  0.461
H  2.194701  1.004160  0.255464  0.370
H  1.699883  1.101836  -1.292316  0.378
H  0.050663  2.877464  -1.334591  0.414
H  -1.673140  2.775924  -1.789482  0.398
H  -1.861670  0.750030  -0.755678  0.193
H  1.593480  -0.356280  2.111768  0.228
H  2.000025  -1.533830  0.915823  0.258
H  0.781619  -1.861932  2.132613  0.221
H  -2.109191  -0.929765  0.216538  0.212
H  -1.204946  -2.325063  0.690799  0.236
H  -1.539624  -1.054563  1.881408  0.213

Force components x, y, z for each atom (eV/Å):
-0.8 -0.7 -1.2
0.8 -0.7 0.2
-0.3 0.0 0.0
-1.2 0.3 -1.5
0.6 0.4 0.4
0.3 -0.3 -0.3
0.3 0.5 2.0
1.2 0.3 0.4
-0.5 -0.5 0.9
-0.3 0.1 0.0
-0.2 -0.3 0.1
-0.4 0.2 -0.2
0.5 0.1 0.0
0.1 -0.2 -0.1
-0.4 0.4 -0.4
-0.2 0.0 -0.3
-0.1 -0.1 -0.3
0.2 0.2 0.0
0.2 0.1 0.2
0.1 0.0 0.0

## Properties
Kohn-Sham gap, eV: 7.973
LUMO level, eV: 0.8510
HOMO level, eV: -7.122

***

[3]
Computed, not measured: 5 unconnected molecules or ions with the total composition H10O4S2 in a non-equilibrium geometry, with ωB97M-V/def2-TZVPD.

Last column: Mulliken spin population.
Atoms and positions in Å:
S  2.312751  -0.005353  -1.013755  0.480
S  2.871797  0.310614  0.874000  0.519
H  3.590738  -0.381073  -1.255133  0.001
H  1.668837  -0.017023  1.410206  0.000
H  -1.515650  2.741151  2.827879  0.000
H  -0.722560  2.206157  4.032776  0.000
O  -1.185906  1.939942  3.234686  0.000
H  -0.619062  3.589721  -3.110771  0.000
H  -0.482745  4.345106  -1.822898  0.000
O  -1.045452  3.696115  -2.257518  0.000
H  -5.174570  -1.841363  0.959090  0.000
H  -4.037505  -2.260917  0.057346  0.000
O  -4.266727  -2.153451  0.990000  0.000
H  -2.415682  -3.747583  -2.400468  0.000
H  -1.547181  -4.566160  -1.505722  0.000
O  -2.475172  -4.356998  -1.637790  0.000

Force components x, y, z for each atom (eV/Å):
0.4 -0.3 0.5
-0.4 -0.3 0.1
-0.1 0.3 -0.6
0.0 0.4 0.0
-0.1 0.3 0.0
-0.1 0.2 0.1
0.3 -0.4 -0.2
-0.1 -0.1 -0.3
-0.2 0.1 0.1
0.3 -0.1 0.1
-0.1 0.0 0.1
0.0 -0.2 0.2
0.1 0.1 -0.4
-0.4 -0.5 0.5
0.1 -0.3 0.3
0.3 0.8 -0.8

## Properties
2S+1: 2
Kohn-Sham gap (spin up / spin down), eV: 7.557 / 4.102
LUMO level (spin up / spin down), eV: -5.5129 / -8.9684
HOMO level (spin up / spin down), eV: -13.070 / -13.070
Charge: +1

***

Calculated E_tot in order - -233.6323; -382.3580; -1102.9666 a.u.
Calculated energy relative to the best compared isomer or geometry (same formula, charge and spin) in order - 7.9; 90.7; 0.0 kcal/mol